[1]
A single C7H6BrCl molecule, computed with ωB97M-V with the def2-TZVPD basis set.

Computed properties:
**E**: -89917.4043 eV
**Highest occupied orbital energy (spin up / spin down)**: -8.1 / -8.6 eV
**Kohn-Sham gap (spin up / spin down)**: 0.271 / 0.272 Eh

Atoms and positions in Å:
H (0.24, -1.22, 2.08)
C (-0.28, 1.43, 0.05)
H (2.00, -0.25, -1.73)
C (-1.31, -0.78, -0.49)
C (0.34, -0.71, 1.14)
H (-0.73, 2.37, 0.31)
Br (-2.16, 0.47, 2.02)
C (1.33, -0.04, -0.91)
H (-1.17, -1.85, -0.34)
H (1.14, 2.05, -1.42)
C (1.34, -0.86, 0.24)
C (-0.77, 0.14, 0.59)
Cl (-2.86, -0.42, -1.10)
H (2.15, -1.57, 0.39)
C (0.73, 1.25, -0.83)

These are the Mulliken partial charges, in e, on atoms 1 to 5: number 1, H, carries 0.36; number 2, C, carries -0.54; number 3, H, carries 0.45; number 4, C, carries -0.34; number 5, C, carries -0.58



[2]
A single C7H6BrClN2 molecule, computed with ωB97M-V with the def2-TZVPD basis set.

Computed properties:
**E**: -92898.7394 eV
**Highest occupied orbital energy**: -9.3 eV
**Kohn-Sham gap**: 0.315 Eh

Atoms and positions in Å:
C (1.97, -0.83, -0.66)
H (-1.45, 1.36, 3.05)
H (0.08, 0.68, 2.59)
H (-0.56, -0.64, -3.07)
C (-1.34, 0.80, 0.91)
H (-1.89, 0.36, -1.84)
C (-0.11, -0.47, -2.06)
Cl (-2.68, 1.94, 0.61)
H (1.27, -2.11, -2.00)
H (2.73, -1.61, -0.67)
N (-0.71, 0.23, 0.05)
C (1.02, -1.15, -1.53)
Br (-1.43, -1.00, 3.22)
N (2.79, 1.28, 0.41)
C (-1.01, 0.13, -1.29)
C (-1.01, 0.71, 2.35)
C (2.33, 0.34, -0.06)

These are the Mulliken partial charges, in e, on atoms 1 to 5: number 1, C, carries -0.40; number 2, H, carries 0.44; number 3, H, carries 0.23; number 4, H, carries 0.25; number 5, C, carries 0.66



[3]
A molecular structure, C7H6BrClO2S, computed with ωB97M-V with the def2-TZVPD basis set.

Computed properties:
**E**: -104849.9073 eV
**Highest occupied orbital energy**: -9.9 eV
**Kohn-Sham gap**: 0.358 Eh

Atoms and positions in Å:
H (1.35, -2.91, -1.12)
Cl (-2.08, 3.38, -1.63)
C (0.34, -1.27, 1.74)
C (0.46, 0.25, -0.13)
S (-1.69, 1.66, -0.63)
H (0.36, 1.53, -1.75)
H (1.21, -0.87, -2.00)
H (0.68, -3.23, 1.46)
C (0.79, -2.32, 0.91)
Br (0.86, 3.17, 0.03)
H (-0.16, 1.02, 1.77)
C (0.82, -0.81, -0.97)
O (-2.09, 1.98, 0.74)
O (-2.29, 0.54, -1.21)
C (0.19, 0.02, 1.20)
C (0.15, 1.56, -0.73)
C (1.00, -2.09, -0.46)
H (0.11, -1.61, 2.78)

These are the Mulliken partial charges, in e, on atoms 1 to 5: number 1, H, carries 0.33; number 2, Cl, carries -0.21; number 3, C, carries -0.72; number 4, C, carries 0.72; number 5, S, carries 1.16



[4]
A single C7H6BrNOS molecule, computed with ωB97M-V with the def2-TZVPD basis set.

Computed properties:
**E**: -91767.3432 eV
**Highest occupied orbital energy (spin up / spin down)**: -8.4 / -8.1 eV
**Kohn-Sham gap (spin up / spin down)**: 0.286 / 0.224 Eh

Atoms and positions in Å:
C (0.33, 1.49, 1.01)
H (-0.94, 0.65, -2.15)
O (0.18, 3.99, 0.02)
C (0.03, -0.63, -0.62)
S (-3.47, 0.71, -1.36)
H (-2.82, 1.25, -2.47)
C (-0.35, 3.08, -0.50)
C (-0.36, 1.69, -0.19)
C (0.89, -0.67, 0.40)
H (0.07, -1.46, -1.32)
N (-2.18, 0.43, -0.48)
H (0.48, 2.36, 1.72)
Br (-1.03, 3.37, -2.38)
H (1.46, -1.51, 0.57)
C (0.91, 0.31, 1.44)
H (1.47, 0.33, 2.41)
C (-0.81, 0.49, -1.06)

These are the Mulliken partial charges, in e, on atoms 1 to 5: number 1, C, carries -0.38; number 2, H, carries 0.66; number 3, O, carries -0.45; number 4, C, carries -0.93; number 5, S, carries 0.02



[5]
A single C7H6Cl2N2 molecule, computed with ωB97M-V with the def2-TZVPD basis set.

Computed properties:
**E**: -35380.0619 eV
**Highest occupied orbital energy**: -8.3 eV
**Kohn-Sham gap**: 0.317 Eh

Atoms and positions in Å:
C (-0.48, -0.70, 0.41)
Cl (3.30, 0.45, 1.15)
H (0.98, -0.95, 1.68)
C (-0.94, 0.45, -0.18)
H (-3.55, -1.27, 0.41)
H (-2.92, 0.97, -0.69)
C (0.91, -1.11, 0.67)
N (-2.32, 0.30, -0.32)
H (-0.15, 2.45, -0.92)
C (1.96, 0.01, -0.04)
C (-2.62, -0.91, 0.29)
N (-1.55, -1.47, 0.76)
C (1.33, 1.16, -0.53)
H (1.35, -2.06, 0.19)
H (1.96, 2.07, -0.91)
C (0.01, 1.46, -0.58)
Cl (2.74, -0.84, -1.38)

These are the Mulliken partial charges, in e, on atoms 1 to 5: number 1, C, carries 0.39; number 2, Cl, carries -0.20; number 3, H, carries 0.35; number 4, C, carries 0.50; number 5, H, carries 0.51



[6]
2 unconnected molecules or ions with the total composition C7H6Cl2O2S2, computed with ωB97M-V with the def2-TZVPD basis set.

Computed properties:
**E**: -58161.8375 eV
**Highest occupied orbital energy (spin up / spin down)**: -10.1 / -9.0 eV
**Kohn-Sham gap (spin up / spin down)**: 0.316 / 0.234 Eh

Atoms and positions in Å:
O (1.90, 2.22, -1.12)
C (-0.39, 0.76, 0.41)
H (0.30, -0.89, -2.35)
H (-0.64, 0.41, 3.97)
Cl (2.97, 0.79, 1.55)
C (-1.73, 0.41, 0.68)
C (2.91, 0.00, 0.00)
C (0.23, 0.21, -0.70)
S (1.84, 0.79, -1.31)
C (-1.71, -1.09, -1.23)
S (-0.05, -0.90, 3.97)
C (-2.37, -0.36, -0.24)
H (-2.33, 0.81, 1.55)
Cl (2.96, -1.66, -0.07)
C (-0.43, -0.70, -1.53)
H (-2.18, -1.84, -1.93)
H (-3.45, -0.67, -0.05)
O (2.13, 0.10, -2.57)
H (0.05, 1.62, 0.97)

These are the Mulliken partial charges, in e, on atoms 1 to 5: number 1, O, carries -0.58; number 2, C, carries -0.31; number 3, H, carries 0.42; number 4, H, carries 0.16; number 5, Cl, carries -0.08



[7]
2 unconnected molecules or ions with the total composition C7H6INO2, computed with ωB97M-V with the def2-TZVPD basis set.

Computed properties:
**E**: -21034.5074 eV
**Highest occupied orbital energy (spin up / spin down)**: -9.1 / -8.3 eV
**Kohn-Sham gap (spin up / spin down)**: 0.333 / 0.211 Eh

Atoms and positions in Å:
H (-0.14, -2.51, -0.03)
O (0.48, -0.33, 2.08)
C (-1.33, 0.96, -1.32)
C (-1.65, -0.96, 0.11)
H (-2.93, 0.74, 0.06)
C (-0.49, -1.57, -0.40)
O (0.88, 1.34, 0.74)
I (3.89, 1.29, 0.48)
C (-0.16, 0.39, -1.86)
H (0.44, 0.90, -2.58)
C (-2.05, 0.28, -0.36)
H (2.91, -0.68, 2.18)
C (0.11, -0.82, -1.34)
H (-2.18, -1.47, 0.89)
H (-1.61, 1.94, -1.66)
C (2.57, 0.12, 1.54)
N (1.26, 0.40, 1.45)

These are the Mulliken partial charges, in e, on atoms 1 to 5: number 1, H, carries 0.42; number 2, O, carries -0.54; number 3, C, carries -0.30; number 4, C, carries -0.18; number 5, H, carries 0.35



[8]
A single C7H6N2O2 molecule, computed with ωB97M-V with the def2-TZVPD basis set.

Computed properties:
**E**: -14422.7731 eV
**Highest occupied orbital energy (spin up / spin down)**: -8.9 / -7.9 eV
**Kohn-Sham gap (spin up / spin down)**: 0.268 / 0.236 Eh

Atoms and positions in Å:
O (2.83, -1.18, -0.37)
C (1.09, 1.80, -0.20)
C (-0.20, 1.51, 0.22)
H (1.12, 2.89, -0.36)
N (-0.81, 0.33, -0.10)
H (-2.74, 0.58, 0.81)
C (-2.05, -0.10, 0.43)
H (-0.94, 2.10, 0.66)
C (-2.06, -1.49, 0.36)
C (-0.23, -0.75, -0.80)
N (2.07, -0.39, 0.16)
C (2.13, 0.90, -0.37)
H (2.90, 1.21, -0.96)
H (-2.87, -2.05, 0.78)
C (-0.94, -1.88, -0.49)
H (-0.64, -2.85, -0.92)
O (1.37, -0.61, 1.14)

These are the Mulliken partial charges, in e, on atoms 1 to 5: number 1, O, carries -0.61; number 2, C, carries -0.41; number 3, C, carries -0.04; number 4, H, carries 0.31; number 5, N, carries 0.13



[9]
2 unconnected molecules or ions with the total composition C7H6N2O3, computed with ωB97M-V with the def2-TZVPD basis set.

Computed properties:
**E**: -16473.7535 eV
**Highest occupied orbital energy (spin up / spin down)**: -7.0 / -7.0 eV
**Kohn-Sham gap (spin up / spin down)**: 0.234 / 0.234 Eh

Atoms and positions in Å:
C (1.04, -0.62, -0.17)
O (0.79, -1.42, -1.21)
H (-2.57, -0.48, 1.26)
C (-2.52, -0.94, 0.30)
H (2.89, 0.10, -0.55)
O (-1.13, 2.62, -1.08)
H (3.09, 1.33, 1.50)
O (1.01, 2.77, -0.29)
H (-0.97, -2.02, -2.07)
C (1.48, 0.89, 2.31)
H (-3.05, -1.92, 0.25)
H (-2.88, -0.26, -0.56)
C (2.25, -0.10, 0.26)
C (-0.50, -1.76, -1.13)
C (-1.07, -1.12, -0.02)
N (2.28, 0.71, 1.30)
N (-0.09, -0.41, 0.59)
C (-0.04, 2.65, -0.72)

These are the Mulliken partial charges, in e, on atoms 1 to 5: number 1, C, carries 0.80; number 2, O, carries -0.37; number 3, H, carries 0.32; number 4, C, carries -1.09; number 5, H, carries 0.26



[10]
2 unconnected molecules or ions with the total composition C7H6N2O3S2, computed with ωB97M-V with the def2-TZVPD basis set.

Computed properties:
**E**: -38143.1132 eV
**Highest occupied orbital energy (spin up / spin down)**: -9.1 / -9.2 eV
**Kohn-Sham gap (spin up / spin down)**: 0.308 / 0.223 Eh

Atoms and positions in Å:
O (-1.38, -2.13, 0.13)
C (1.90, -1.31, -0.18)
O (-0.18, -1.61, -1.96)
N (-0.75, 0.39, 1.34)
S (-2.29, 3.37, 0.11)
C (2.12, -0.57, -1.38)
H (-1.51, 1.13, 1.40)
C (1.44, 0.56, -1.56)
C (0.53, 1.14, -0.76)
O (-1.97, -0.10, -1.08)
H (-0.01, 2.15, -1.01)
N (0.50, -1.27, 1.89)
C (-0.52, -0.57, 2.26)
C (0.94, -0.83, 0.71)
H (-2.24, 4.61, -0.55)
H (-0.99, -0.92, 3.12)
S (-1.04, -1.18, -0.90)
H (2.95, -0.89, -1.96)
H (2.37, -2.22, 0.07)
C (0.13, 0.25, 0.29)

These are the Mulliken partial charges, in e, on atoms 1 to 5: number 1, O, carries -0.51; number 2, C, carries -0.39; number 3, O, carries -0.44; number 4, N, carries 0.10; number 5, S, carries -0.22



Number 1: largest force on an atom 1.0 eV/A. Number 2: largest force on an atom 3.2 eV/A. Number 3: largest force on an atom 4.3 eV/A. Number 4: largest force on an atom 3.4 eV/A. Number 5: largest force on an atom 5.8 eV/A. Number 6: largest force on an atom 4.1 eV/A. Number 7: largest force on an atom 3.3 eV/A. Number 8: largest force on an atom 4.4 eV/A. Number 9: largest force on an atom 4.6 eV/A. Number 10: largest force on an atom 4.5 eV/A.